# 1
DFT (wB97M-V/def2-TZVPD) results for the molecule C7H11N.

Element x y z (Å)
C1 0.2090 1.2335 -0.9618
C2 -0.7223 0.9552 0.0912
C3 -1.5835 -0.1429 -0.4670
C4 -0.2741 -1.3590 0.9365
C5 0.2213 0.0477 1.1278
C6 1.4795 -0.0882 0.4144
C7 0.8197 -0.2296 -1.0427
H1 0.9282 1.9698 -0.3499
H2 -0.1942 1.5982 -2.0203
H3 -1.1866 1.8608 0.5826
H4 -2.4125 -0.5086 -0.0479
H5 -1.8604 0.1411 -1.5030
H6 0.5066 -2.1700 1.2603
H7 -1.1973 -1.6211 1.5263
H8 0.3422 0.4675 2.1188
H9 1.9182 -1.1154 0.5107
H10 2.3490 0.6891 0.5609
H11 1.1892 -0.5893 -2.1271
N1 -0.5319 -1.1389 -0.6097

Properties
- SMILES string = C1[C@@H]2CN3C[C@@H]2C[C@@H]13
- energy above the lowest of the compared OMol25 structures with the same formula, charge and spin (eV) = 4.254
- net charge = 0
- highest occupied orbital energy (eV) = -8.85


# 2
DFT (wB97M-V/def2-TZVPD) results for the molecule C21H29N3O4.

Element x y z (Å)
C1 8.5470 -0.2572 -0.9437
C2 7.1180 0.2564 -1.0788
C3 6.5623 0.8386 0.2221
C4 6.3840 -0.1730 1.3554
C5 5.3523 -1.2749 1.1020
C6 3.9128 -0.7617 0.9548
C7 3.4659 -0.6303 -0.5071
C8 2.0876 -0.0055 -0.5619
O1 1.8720 1.1781 -0.7089
N1 1.0896 -0.9049 -0.3878
N2 -0.2447 -0.5349 -0.3687
C9 -1.1846 -1.4723 -0.2334
O2 -0.8634 -2.6731 -0.1091
C10 -2.5880 -1.0310 -0.2376
C11 -3.5739 -1.9911 -0.0960
O3 -3.3069 -3.2753 0.0437
H1 -2.3015 -3.3662 0.0194
C12 -4.9554 -1.5914 -0.0930
C13 -5.9692 -2.5445 0.0633
C14 -7.2888 -2.1672 0.0728
C15 -7.6112 -0.8205 -0.0722
C16 -6.6302 0.1328 -0.2265
C17 -5.2749 -0.2274 -0.2459
N3 -4.2707 0.6943 -0.4099
C18 -2.9247 0.3665 -0.3891
O4 -2.0902 1.2625 -0.5074
C19 -4.5749 2.1077 -0.5758
C20 -4.8220 2.7999 0.7658
C21 -5.1644 4.2699 0.5645
H2 -5.3259 4.7555 1.5233
H3 -4.3530 4.7809 0.0524
H4 -6.0686 4.3771 -0.0314
H5 -3.9175 2.7126 1.3700
H6 -5.6319 2.2983 1.3005
H7 -5.4299 2.2194 -1.2448
H8 -3.7008 2.5593 -1.0511
H9 -6.9277 1.1625 -0.3281
H10 -8.6465 -0.5135 -0.0616
H11 -8.0691 -2.9020 0.1931
H12 -5.6784 -3.5769 0.1754
H13 -0.4821 0.4580 -0.4787
H14 1.2158 -1.9039 -0.2703
H15 4.1473 0.0227 -1.0495
H16 3.4580 -1.6119 -0.9839
H17 3.2289 -1.4459 1.4626
H18 3.8208 0.2109 1.4415
H19 5.3951 -1.9595 1.9523
H20 5.6301 -1.8484 0.2168
H21 7.3455 -0.6439 1.5691
H22 6.0876 0.3737 2.2544
H23 5.6059 1.3230 0.0189
H24 7.2476 1.6164 0.5694
H25 7.0977 1.0419 -1.8384
H26 6.4778 -0.5537 -1.4322
H27 8.5955 -1.1100 -0.2713
H28 8.9285 -0.5705 -1.9131
H29 9.1975 0.5242 -0.5563

Properties
- SMILES string = CCCCCCCC(=O)NNC(=O)c1c(O)c2ccccc2n(CCC)c1=O
- energy above the lowest of the compared OMol25 structures with the same formula, charge and spin (eV) = 0.321
- net charge = 0
- highest occupied orbital energy (eV) = -8.63


# 3
DFT (wB97M-V/def2-TZVPD) results for the molecule C21H12FNO5.

Element x y z (Å)
O1 -2.6889 1.8902 -3.9406
O2 1.7982 0.8282 -1.6439
O3 0.1957 -1.2944 0.4363
F1 6.2748 -3.4833 -1.9333
O4 0.4829 -0.9035 -2.4085
O5 -2.8105 1.6583 -1.7486
C1 -2.3946 1.3369 -2.9224
C2 1.6640 -0.3227 -2.0155
C3 -0.4923 -0.3077 0.4291
C4 -1.4417 0.1590 -3.1209
C5 -0.7271 -0.2405 -2.1015
C6 -1.1247 0.2833 -0.7990
C7 -2.1934 1.2670 -0.6322
C8 -4.2307 2.4163 2.5670
C9 3.8745 -3.3263 -1.8448
C10 5.2391 -1.2882 -1.6959
C11 2.7197 -2.5024 -1.8791
C12 4.0821 -0.5361 -1.7398
C13 -3.7757 2.3508 1.1901
C14 -3.4591 1.7355 3.4885
C15 5.1520 -2.7287 -1.7615
C16 2.8353 -1.1118 -1.8643
C17 -2.6488 1.6618 0.7484
C18 -1.8547 1.1035 1.7762
C19 -2.2390 1.0972 3.1398
N1 -0.8313 0.1677 1.6709
C20 -1.1937 0.4220 3.9993
C21 -0.3212 -0.2421 2.9598
H1 -1.1059 0.0061 -4.1223
H2 -5.0673 3.0341 2.8797
H3 3.7601 -4.3104 -2.1700
H4 6.2382 -0.8938 -1.5762
H5 1.7212 -2.9475 -1.9369
H6 4.3449 0.5259 -1.6711
H7 -4.3062 2.8659 0.3354
H8 -3.7823 1.7342 4.4796
H9 -1.6210 -0.2437 4.7837
H10 -0.6465 1.2386 4.5034
H11 0.6880 0.2394 2.9989
H12 -0.1140 -1.3387 3.1421

Properties
- SMILES string = O=C(Oc1cc(=O)oc2c1c(=O)n1c3c(cccc23)CC1)c1ccc(F)cc1
- energy above the lowest of the compared OMol25 structures with the same formula, charge and spin (eV) = 2.260
- net charge = 0
- highest occupied orbital energy (eV) = -8.50